Entry one
C2H3OPS | ωB97M-V with the def2-TZVPD basis set

Each line ends with the Löwdin charge.
Atoms and positions in Å:
C1 -1.06 0.11 -0.50  0.040
C2 -0.62 0.18 0.62  -0.511
P1 0.32 0.35 2.10  0.577
S1 1.63 1.72 1.13  0.524
O1 1.81 1.03 -0.37  -0.564
H1 -1.49 0.07 -1.46  0.034
H2 1.08 -0.81 1.82  -0.080
H3 0.92 0.81 -0.73  -0.021

E_HOMO, eV: -9.14
Charge: 0
Orbital gap, eV: 9.65

Entry two
C2H3OPS | ωB97M-V with the def2-TZVPD basis set

Each line ends with the Löwdin charge.
Atoms and positions in Å:
C1 1.46 -0.93 -1.56  0.012
C2 1.23 -0.32 -0.59  -0.089
O1 -2.48 -0.69 0.18  -0.633
P1 -1.12 0.86 2.14  0.505
S1 -1.46 0.37 0.21  0.467
H1 1.87 -1.45 -2.35  -0.001
H2 0.86 0.27 0.31  -0.039
H3 -0.37 1.90 1.64  -0.222

E_HOMO (spin up / spin down), eV: -9.50 / -9.50
Charge: 0
Orbital gap (spin up / spin down), eV: 7.94 / 7.94

entry one is the most stable structure; the next one sits 1.734 eV above it.

Entry one
C6H30N2O7 | ωB97M-V with the def2-TZVPD basis set

Each line ends with the Löwdin charge.
Atoms and positions in Å:
C1 3.08 -0.20 -1.46  -0.112
C2 2.50 -1.64 -1.47  -0.215
N1 1.15 -1.68 -0.67  -0.052
C3 0.17 -1.08 -1.64  -0.158
C4 -0.90 -0.11 -0.88  -0.143
N2 -2.22 -0.76 -1.09  -0.302
C5 -2.36 -2.06 -0.37  -0.102
C6 -3.34 0.13 -0.84  -0.111
H1 3.08 0.43 -2.45  0.115
H2 4.05 -0.20 -0.97  0.058
H3 2.57 0.42 -0.74  0.026
H4 2.37 -1.99 -2.50  0.099
H5 3.29 -2.20 -1.00  0.097
H6 1.06 -2.56 -0.28  0.071
H7 -0.31 -1.82 -2.17  0.051
H8 0.68 -0.41 -2.40  0.132
H9 -0.58 0.18 0.20  0.107
H10 -0.99 0.93 -1.33  0.123
H11 -1.88 -2.18 0.67  0.101
H12 -2.08 -3.01 -0.90  0.089
H13 -3.38 -2.28 -0.07  0.059
H14 -3.53 0.49 -1.84  0.069
H15 -3.18 1.00 -0.15  0.080
H16 -4.25 -0.38 -0.41  0.098
O1 -2.41 0.80 2.61  -0.028
H17 -1.47 0.71 2.62  -0.015
H18 -2.57 0.00 3.10  0.044
O2 -2.14 -1.63 -3.85  -0.083
H19 -2.64 -0.87 -3.50  0.027
H20 -1.56 -1.71 -3.05  -0.015
O3 -0.88 3.04 2.42  0.030
H21 -0.51 2.24 2.66  -0.014
H22 -1.72 3.05 2.11  -0.005
O4 3.68 2.10 1.17  -0.070
H23 2.95 2.66 0.79  -0.008
H24 4.12 1.98 0.37  -0.016
O5 0.47 -1.11 3.86  -0.067
H25 1.18 -0.68 4.30  0.000
H26 0.62 -0.76 2.97  -0.048
O6 1.00 0.18 1.68  -0.125
H27 1.64 0.86 1.92  0.035
H28 1.31 -0.55 0.97  0.114
O7 1.50 3.29 0.32  0.001
H29 0.84 3.17 1.01  0.034
H30 1.57 4.20 0.29  0.030

E_HOMO, eV: -8.79
Charge: 0
Orbital gap, eV: 9.12

Entry two
C6H30N2O7 | ωB97M-V with the def2-TZVPD basis set

Each line ends with the Löwdin charge.
Atoms and positions in Å:
C1 -0.95 1.09 3.78  -0.098
C2 0.08 0.32 2.89  -0.235
C3 -0.19 0.31 1.43  -0.351
C4 1.00 -0.27 0.63  -0.215
N1 1.31 0.46 -0.57  -0.119
C5 2.68 0.07 -1.01  -0.100
N2 -1.43 -0.53 1.22  -0.082
C6 -2.37 -0.04 0.21  -0.107
H1 -0.43 1.87 4.35  0.067
H2 -1.67 1.60 3.10  0.082
H3 -1.52 0.52 4.50  0.062
H4 1.12 0.83 3.09  0.140
H5 0.26 -0.69 3.35  0.130
H6 -0.39 1.33 1.06  0.127
H7 0.77 -1.30 0.41  0.089
H8 1.86 -0.37 1.28  0.114
H9 1.35 1.46 -0.38  0.063
H10 3.43 0.28 -0.23  0.084
H11 2.86 0.77 -1.87  0.094
H12 2.66 -0.97 -1.31  0.071
H13 -1.89 -0.48 2.13  0.089
H14 -3.16 0.70 0.45  0.081
H15 -1.80 0.11 -0.73  0.083
H16 -3.03 -0.91 0.10  0.070
O1 -0.65 2.72 -2.32  -0.055
H17 -1.35 2.15 -2.00  0.026
H18 0.20 2.27 -2.34  0.025
O2 -2.14 -2.60 -2.09  -0.113
H19 -2.51 -2.63 -3.00  0.054
H20 -1.21 -2.26 -2.09  -0.023
O3 0.29 -1.79 -2.77  -0.070
H21 0.56 -2.69 -2.47  0.023
H22 0.43 -1.20 -2.02  0.010
O4 -0.60 -3.29 0.26  -0.043
H23 -0.54 -2.38 0.61  0.017
H24 -1.51 -3.56 0.22  0.071
O5 1.38 -3.81 -1.29  -0.098
H25 1.42 -4.75 -1.47  0.048
H26 0.58 -3.65 -0.69  -0.006
O6 1.68 3.59 -0.63  -0.091
H27 1.13 3.82 -1.39  0.018
H28 1.06 3.70 0.14  -0.016
O7 0.03 3.91 1.40  -0.027
H29 -0.14 3.11 1.93  0.032
H30 0.59 4.41 2.01  0.083

E_HOMO, eV: -9.26
Charge: 0
Orbital gap, eV: 9.52

entry two is the most stable structure; the next one sits 2.518 eV above it.

Entry one
C6H15NS | ωB97M-V with the def2-TZVPD basis set

Each line ends with the Löwdin charge.
Atoms and positions in Å:
C1 1.68 -1.58 -1.01  -0.095
C2 1.23 -0.81 0.20  -0.375
C3 -0.15 -0.12 1.94  -0.082
C4 -0.60 0.47 -0.42  -0.606
C5 0.24 1.77 -0.59  -0.081
C6 -2.08 0.63 -0.29  -0.463
H1 1.00 -1.15 -1.91  0.094
H2 2.94 -1.37 -1.41  0.172
H3 1.33 -2.61 -0.77  0.071
H4 1.77 0.25 0.29  0.124
H5 1.42 -1.29 1.14  0.048
H6 -1.40 -0.18 2.40  0.165
H7 0.25 0.96 1.84  0.061
H8 0.99 -0.65 2.55  0.188
H9 -0.31 -0.03 -1.35  0.094
H10 1.34 1.47 -1.45  0.180
H11 -0.34 2.15 -1.48  0.049
H12 0.47 2.57 0.35  0.131
H13 -2.70 1.13 0.45  0.047
H14 -2.33 1.37 -1.26  0.138
H15 -1.83 -1.38 0.57  -0.181
N1 -0.15 -0.48 0.51  -0.358
S1 -2.77 -1.12 -0.31  0.681

E_HOMO, eV: -8.44
Charge: 0
Orbital gap, eV: 9.12

Entry two
C6H15NS | ωB97M-V with the def2-TZVPD basis set

Each line ends with the Löwdin charge.
Atoms and positions in Å:
C1 -1.48 1.36 0.32  -0.307
N1 -0.67 1.82 1.42  0.146
C2 0.55 -0.69 2.34  -0.146
C3 1.13 -1.85 2.36  -0.094
S1 -0.26 -2.05 -1.02  0.347
C4 -0.75 1.69 -1.03  -0.184
C5 1.25 0.72 -2.18  -0.155
C6 0.70 1.29 -0.88  -0.295
H1 -2.61 1.66 0.43  0.136
H2 -1.48 0.18 0.32  0.105
H3 -1.08 2.66 1.94  0.091
H4 -0.42 -0.69 1.90  0.004
H5 0.86 0.16 2.92  0.043
H6 1.64 -2.25 3.24  0.047
H7 1.07 -2.53 1.43  0.034
H8 -1.20 -2.00 -0.11  -0.350
H9 -1.27 1.08 -1.77  0.112
H10 -0.98 2.84 -1.01  0.147
H11 0.46 0.03 -2.52  -0.007
H12 2.08 0.08 -2.10  0.048
H13 1.29 1.26 -3.18  0.096
H14 1.34 2.08 -0.49  0.108
H15 0.79 0.47 -0.12  0.073

E_HOMO, eV: -7.88
Charge: 0
Orbital gap, eV: 3.92

entry one is the most stable structure; the next one sits 1.135 eV above it.

Entry one
C2H3NO3P | ωB97M-V with the def2-TZVPD basis set

Each line ends with the Löwdin charge.
Atoms and positions in Å:
C1 -3.04 -0.04 -0.04  -0.475
C2 1.60 0.15 0.17  -1.016
N1 -1.94 -0.10 -0.51  0.178
O1 2.80 0.81 0.56  -0.150
O2 -4.04 -0.20 0.51  0.098
O3 0.67 0.94 -0.03  -0.159
P1 1.78 -1.56 -0.24  0.580
H1 -0.87 0.01 -0.35  0.056
H2 2.70 1.78 0.27  0.112
H3 0.34 -1.79 -0.35  -0.224

E_HOMO, eV: -3.02
Charge: -1
Orbital gap, eV: 6.60

Entry two
C2H3NO3P | ωB97M-V with the def2-TZVPD basis set

Each line ends with the Löwdin charge.
Atoms and positions in Å:
C1 1.98 -0.20 0.12  -0.170
C2 0.70 0.25 0.18  -0.609
N1 3.07 -0.63 -0.28  0.009
O1 0.66 1.33 1.13  -0.071
O2 -0.43 -0.10 -0.25  -0.215
O3 -3.63 -0.31 -1.41  -0.619
P1 -3.10 -0.10 -0.06  0.725
H1 3.64 -0.29 -1.08  0.016
H2 -0.26 1.44 1.45  0.072
H3 -2.62 -1.41 0.20  -0.138

E_HOMO, eV: -2.13
Charge: -1
Orbital gap, eV: 5.51

entry one is the most stable structure; the next one sits 2.648 eV above it.